(1)
13
Properties=species:S:1:pos:R:3:forces:R:3 method="wB97M-V/def2-TZVPD" charge=0 fmax_ha_per_bohr=0.081 e_lumo_ev=0.0 homo_ev=-9.068
C 0.734568 0.446383 0.940408 -0.0329 0.0094 2.5860
C 0.601293 0.182965 2.201859 0.8637 1.1608 -0.6221
C 1.340700 0.993890 -0.237825 -1.3193 0.3978 -2.1140
C 0.445479 0.783905 -1.252099 1.0148 -0.6814 -2.0683
C -0.820687 0.082230 -0.849437 0.6863 -0.6339 0.8951
C -0.440261 -0.545483 0.490380 2.9027 0.3120 0.0748
O -1.390814 -0.862724 1.314123 -3.9473 0.5834 -1.1261
Cl 0.666107 -2.068738 0.274033 -0.6887 -0.2976 -0.8784
H 2.303838 1.527113 -0.299602 -0.7084 -0.5707 0.1288
H 0.547752 0.826679 -2.403284 0.4091 0.7450 2.1774
H -1.659897 0.763900 -0.864985 -0.2985 0.2387 0.6890
H -1.138690 -0.780620 -1.392119 0.0660 -0.3921 -1.2416
H -1.189386 -1.349499 2.078549 1.0527 -0.8714 1.4993

(2)
77
Properties=species:S:1:pos:R:3:forces:R:3 method="wB97M-V/def2-TZVPD" charge=0 fmax_ha_per_bohr=0.071 e_lumo_ev=-0.3 homo_ev=-7.658
C -0.675400 1.691146 2.610769 -0.9109 -0.8020 1.0724
C -1.468152 0.657763 2.078714 1.6774 1.3849 -0.4615
O -2.832164 0.575949 2.297444 0.0731 -1.0935 1.4285
S -3.665759 1.741631 1.419230 -0.9748 3.2478 0.5387
O -3.419460 3.089448 1.993695 -0.0243 -2.6617 -0.7245
O -5.278677 1.412539 1.905129 1.9957 -0.8353 0.2661
N -5.404810 0.964001 3.222759 -1.1730 0.0368 0.8338
H -0.459904 1.687421 3.704900 -1.7914 1.2702 -0.4949
H -0.287715 2.535165 2.029416 1.4790 -1.3472 -0.3283
H -0.961159 -0.138359 1.516121 -1.1717 0.6105 -1.2012
H -5.105781 0.001820 3.320653 0.3132 0.1143 -0.3106
H -4.919812 1.571034 3.874857 0.1652 0.0915 -0.2793
C -2.868785 -2.177608 -3.354393 0.2457 -0.1734 0.3639
C -3.367066 -1.092470 -2.429042 0.0309 -0.8457 -0.6476
C -3.896479 0.120936 -3.141896 -0.3306 -0.0359 -0.3183
O -3.646086 1.162247 -2.188937 0.6384 0.2951 0.2543
C -2.582585 0.771655 -1.452610 -1.9578 -1.9496 0.1317
O -1.974702 1.481970 -0.714849 -2.2636 -0.9254 2.7212
O -2.291021 -0.531489 -1.661705 -1.8210 0.9754 1.1891
H -3.623214 -2.448471 -4.090034 -0.0722 0.0923 0.0304
H -1.965241 -1.859813 -3.871810 -0.1790 0.0990 0.0087
H -2.607828 -3.070832 -2.783858 -0.0151 0.0532 -0.0461
H -4.106181 -1.496067 -1.729431 0.0044 0.1497 0.0401
H -4.959179 0.045485 -3.365575 0.0206 0.1974 0.1683
H -3.352066 0.352386 -4.061169 0.0676 -0.1171 0.0830
C 1.472768 -0.005712 8.977013 0.4687 0.0398 0.0841
C 1.342041 1.058371 7.910347 -0.1190 -0.5478 0.6093
C 0.257788 0.782428 6.898782 -0.3661 0.1339 0.0455
O 0.756981 1.456407 5.741248 -0.2242 -0.1663 0.2669
C 2.101036 1.468435 5.839536 0.0681 0.0096 -0.1936
O 2.800419 1.754863 4.925705 0.2655 0.2276 0.4353
O 2.513812 1.104891 7.077510 -0.2470 0.2165 -0.3402
H 0.514564 -0.197381 9.461012 -0.0176 0.0677 -0.0467
H 1.852750 -0.936621 8.553311 -0.1514 0.0198 -0.1040
H 2.186703 0.308023 9.739607 -0.0781 0.0015 0.0160
H 1.214548 2.042724 8.370621 -0.0244 0.0105 -0.1267
H -0.708294 1.186904 7.196281 0.0488 0.1027 -0.1715
H 0.143384 -0.279704 6.664494 0.1103 -0.0032 0.0993
C 3.822779 0.927860 2.442809 0.2256 -0.4696 -0.2368
C 4.590364 1.415279 1.239998 -0.3939 -0.2384 0.7836
C 4.176773 2.786757 0.784387 0.0925 0.3689 0.0017
O 4.447672 2.735642 -0.621239 -0.0713 -0.1452 -0.0347
C 4.343252 1.433814 -0.994822 0.0200 -0.2236 -0.0270
O 4.292385 1.058172 -2.120764 0.0075 0.0531 -0.1818
O 4.288371 0.619589 0.084690 0.1715 0.3373 -0.3557
H 3.860040 1.637928 3.263389 0.1425 -0.0358 -0.2994
H 2.779492 0.739846 2.182055 -0.0155 0.2053 -0.0236
H 4.235037 -0.020128 2.793468 0.0198 0.0475 0.0436
H 5.669386 1.360701 1.415901 -0.0185 0.0716 -0.0867
H 4.746462 3.579946 1.265667 0.0439 0.0280 -0.2234
H 3.108577 2.978999 0.921351 0.0194 -0.1264 0.1018
C 1.105328 -5.287930 -4.627152 -0.2929 -0.0371 0.3666
C 0.127491 -4.975869 -5.737943 0.6188 -0.2607 0.5091
C 0.674727 -4.053242 -6.793380 0.2060 -0.0303 -0.3458
O -0.508003 -3.405561 -7.270996 -0.0170 0.0143 0.1303
C -1.397690 -3.404144 -6.250276 -0.0535 -0.0090 0.1409
O -2.397183 -2.764869 -6.227162 -0.1584 0.0248 -0.2378
O -0.991560 -4.224809 -5.247375 -0.1207 0.1155 -0.4149
H 2.050915 -5.655395 -5.027206 -0.0425 -0.0047 -0.0750
H 1.294271 -4.404077 -4.015762 0.0332 0.0730 -0.1518
H 0.693762 -6.049140 -3.962720 0.0555 -0.0145 -0.0539
H -0.254116 -5.901931 -6.178921 -0.0323 0.0818 -0.0832
H 1.175571 -4.588246 -7.598724 -0.1615 0.1068 -0.1005
H 1.351184 -3.293120 -6.392812 -0.0336 -0.0811 0.1200
C -0.015321 2.851070 -3.323825 0.1107 -0.3921 -0.5182
C -0.311846 1.780707 -2.297249 1.4802 2.1132 -1.7320
C 0.813625 1.534274 -1.330426 0.0812 0.2565 0.2625
O 0.612802 0.162822 -0.975501 -0.0180 -0.2123 -0.2367
C -0.002008 -0.431569 -2.025467 0.6555 -0.2007 -0.2415
O -0.131788 -1.605243 -2.155903 0.6790 -0.2536 -0.1615
O -0.451259 0.492620 -2.914680 0.5556 -0.2629 0.0381
H 0.310383 3.775390 -2.845353 -0.0291 -0.0367 0.0687
H 0.754948 2.518449 -4.021565 0.1719 0.0900 0.0442
H -0.906506 3.065384 -3.915795 -0.0164 0.0758 0.0529
H -1.244721 2.006435 -1.771713 2.4729 1.2475 -1.7451
H 0.753007 2.174632 -0.450406 -0.0893 -0.2056 0.1262
H 1.804123 1.637844 -1.782427 -0.0583 -0.0140 -0.1145

(3)
30
Properties=species:S:1:pos:R:3:forces:R:3 method="wB97M-V/def2-TZVPD" spin_multiplicity=2 charge=+1 s_squared=0.7621 fmax_ha_per_bohr=0.045 e_lumo_ev="-4.0 / -8.0" homo_ev="-14.213 / -14.202"
C 1.943172 0.894251 0.600378 1.3988 -1.5030 -1.1017
C 1.736145 -0.567882 1.071698 -0.3794 0.0084 1.4850
C 0.497447 -1.139094 0.546847 -0.4743 -1.1609 -0.9666
C -0.584931 -1.634890 1.368253 -1.5278 -0.1908 0.6951
N -1.635890 -1.830784 0.556275 0.2858 -0.5891 -0.5422
C -1.178262 -1.682333 -0.723683 1.5037 1.1234 -0.0404
N 0.088656 -1.260525 -0.740718 0.0599 0.2637 0.2381
H 2.716769 0.838388 -0.176536 0.1455 0.3138 0.3231
H 2.316103 1.461563 1.443473 -0.3955 0.4936 -0.1786
H 1.105698 1.243881 0.020605 -0.6164 0.6168 0.5477
H 2.607481 -1.224453 0.984420 -0.0230 0.0558 -0.7602
H 1.594080 -0.595809 2.163100 -0.0790 0.3209 -0.1846
H -0.718925 -1.852175 2.421504 0.4871 0.3710 0.0661
H -2.588263 -2.104158 0.764827 0.1499 -0.0899 0.4366
H -1.736360 -1.797303 -1.633021 -0.4554 -0.2381 0.0098
H 0.458913 2.426566 -2.921985 -0.2693 0.0175 -0.1074
H 0.508610 0.928357 -2.721095 -0.0014 -0.1415 -0.2162
O -0.112336 1.646154 -2.899470 0.4236 -0.0988 0.1367
H -1.117172 0.464640 1.409917 -0.2155 0.1939 0.2882
H -1.331897 1.823618 0.856407 -0.8983 -0.0799 0.5596
O -1.604510 1.268276 1.632341 0.7021 0.0996 -0.8280
H 1.757897 -1.501456 -2.868909 -0.8125 -0.0231 -0.3859
H 3.147523 -1.246432 -2.796691 0.8116 0.3370 -0.4215
O 2.420827 -1.043583 -3.394983 -0.0836 -0.2457 0.9074
H -0.684880 1.089987 3.290711 0.1944 0.0807 0.1256
H 0.674072 1.477668 3.866947 -0.1593 -0.2484 0.1366
O 0.084545 0.717401 3.758811 0.0708 0.1319 -0.2209
H -1.505955 1.821552 -1.746088 0.4896 0.6802 0.9159
H -2.821380 2.208780 -1.220826 -0.7496 0.3570 0.5018
O -1.913765 2.204570 -0.921854 0.4176 -0.8561 -1.4190

(4)
16
Properties=species:S:1:pos:R:3:forces:R:3 method="wB97M-V/def2-TZVPD" charge=0 fmax_ha_per_bohr=0.022 e_lumo_ev=0.8 homo_ev=-9.468
C 1.281441 -1.627329 -0.488841 0.3419 0.5486 0.9334
C 0.240682 2.091802 0.168986 0.1736 0.1157 -0.3248
O -0.109406 2.879400 -0.982443 0.2312 -0.0321 0.3784
C 0.155834 0.644435 -0.159396 -0.2332 -0.7316 -0.3552
C 1.207391 -0.161594 -0.194018 0.3671 0.4346 -0.3086
H 1.922040 -1.738313 -1.355449 -0.1945 -0.3975 -0.4131
H 0.306476 -2.098828 -0.563574 0.0102 -0.0843 -0.3024
H 1.839150 -2.082636 0.344317 -0.2467 -0.1390 -0.2072
H -0.433122 2.317530 0.980212 -0.4876 0.1032 0.3858
H 1.242154 2.335803 0.541742 0.0956 -0.0473 -0.2552
H -0.011412 3.802768 -0.720082 -0.1018 -0.0996 -0.1556
H -0.815314 0.214383 -0.420275 0.0199 0.2970 0.2946
H 2.188056 0.301239 -0.096667 0.0183 0.0269 0.3389
H -3.200287 -2.170739 0.245838 -0.2040 0.2720 0.0231
H -2.626507 -2.714836 1.504931 -0.0624 0.1529 0.2939
O -3.187174 -1.993086 1.194720 0.2725 -0.4194 -0.3259

Q: Look up the charge of the first one.
A: 0

Q: Among the records above, which one has the highest charge?
A: C5H18N2O5